Formula: C9H14
Source: the OMol25 dataset
Level of theory: ωB97M-V with the def2-TZVPD basis set

Atoms and positions in Å:
C  -0.822  -1.406  0.945
C  -2.095  0.603  -2.696
C  -2.300  -0.764  -2.558
C  -1.310  1.279  -1.758
C  -1.781  -1.418  -1.389
C  -0.958  0.685  -0.515
C  -1.111  -0.739  -0.414
H  -2.527  1.139  -3.538
H  -2.981  -1.257  -3.238
H  -0.955  2.285  -1.973
H  -2.073  -2.462  -1.298
H  -0.368  1.234  0.197
H  0.189  -1.783  0.791
H  -1.597  -2.078  1.294
H  -0.853  -0.609  1.696
C  3.408  0.989  1.888
C  2.024  0.365  1.687
H  3.591  1.828  1.221
H  3.435  1.238  2.952
H  4.195  0.260  1.692
H  1.868  -0.428  2.422
H  1.845  0.024  0.669
H  1.176  1.015  1.923

Atomic forces in eV per Å
0.30 1.47 -1.11
0.93 0.30 0.45
-0.52 0.33 0.23
-0.29 0.39 -0.67
-0.37 -0.45 -0.95
0.27 -1.18 -0.37
-1.22 0.66 1.36
0.21 0.00 -0.11
0.03 -0.30 -0.01
-0.36 0.14 0.06
0.32 -0.03 0.42
0.07 0.01 0.20
-0.10 -0.64 0.93
0.17 -0.73 -0.43
0.48 0.02 -0.01
-0.70 -0.46 0.20
-0.32 0.01 0.17
-0.07 0.25 0.28
0.52 0.51 -0.17
0.01 -0.10 0.04
0.23 -0.39 -0.38
0.06 -0.26 0.04
0.36 0.47 -0.17

Results
total charge: -1
total energy: -351.2566 a.u.
Kohn-Sham gap (spin up / spin down): 2.534 / 7.143 eV
ΔE to the lowest compared entry with this formula, charge and spin: 59.65 kJ/mol
2S+1: 2
LUMO (spin up / spin down): 3.58 / 3.48 eV

natural (NBO) population analysis, charges in e, atoms 1 to 6:
1. C -0.680
2. C -0.239
3. C -0.381
4. C -0.331
5. C -0.303
6. C -0.460